Entry from OMol25: a cluster of 3 separate species, C18H27BrF13IO5S3 in total (ωB97M-V with the def2-TZVPD basis set).

Cartesian coordinates (Å):
C 5.34 0.02 -0.95
C 4.85 -1.09 0.12
C 3.40 -1.65 -0.29
Br 3.45 -3.63 0.08
C 2.16 -0.91 0.43
I 2.53 1.04 1.43
O 1.70 -1.82 1.49
C 0.57 -1.07 2.01
O 0.27 -0.81 3.19
O -0.10 -0.65 0.81
C 0.76 -0.79 -0.38
C 0.58 0.53 -1.32
C -0.51 1.57 -0.74
C 0.30 -2.08 -1.27
C -1.29 -2.24 -1.32
C -1.89 -3.33 -0.31
F -1.95 -4.59 -0.97
F -0.88 -3.49 0.72
C -3.22 -2.90 0.46
F -3.27 -3.69 1.66
F -3.21 -1.55 0.93
C -4.62 -3.27 -0.31
F -5.63 -2.79 0.60
F -4.71 -4.69 -0.22
C -4.74 -2.68 -1.78
F -4.24 -1.33 -1.74
F -3.89 -3.37 -2.71
S -6.44 -2.60 -2.54
F -6.97 -1.41 -1.51
F -7.06 -3.84 -1.63
F -5.95 -3.70 -3.73
F -5.88 -1.37 -3.56
F -7.92 -2.50 -3.32
H 4.47 0.35 -1.62
H 6.12 -0.47 -1.65
H 5.88 0.91 -0.47
H 5.57 -1.98 -0.01
H 4.95 -0.77 1.21
H 3.28 -1.44 -1.42
H 1.58 1.10 -1.43
H 0.25 0.28 -2.39
H -1.53 1.03 -0.75
H -0.24 1.96 0.29
H -0.62 2.42 -1.52
H 0.87 -3.03 -0.99
H 0.63 -1.82 -2.34
H -1.57 -2.42 -2.42
H -1.74 -1.20 -1.06
C 8.21 3.51 2.63
S 6.71 2.59 2.24
O 7.04 1.65 1.13
C 5.82 3.98 1.51
H 8.94 2.82 3.06
H 8.63 3.95 1.72
H 7.98 4.29 3.36
H 6.38 4.39 0.68
H 5.66 4.75 2.28
H 4.85 3.63 1.16
C -5.07 4.16 0.76
S -3.39 4.50 1.34
O -2.49 4.50 0.15
C -3.17 2.92 2.20
H -5.40 5.01 0.16
H -5.07 3.26 0.14
H -5.73 4.04 1.61
H -3.29 2.10 1.49
H -3.90 2.84 3.00
H -2.16 2.90 2.61

**Spin multiplicity**: 1
**Net charge**: 0



Entry from OMol25: a structure of composition C37H45F15NO15SSi2 (ωB97M-V with the def2-TZVPD basis set).

Cartesian coordinates (Å):
C 0.72 -5.61 0.63
C 0.58 -4.40 0.73
Si 0.15 -2.56 0.82
N 1.69 -1.75 1.24
C 1.60 -0.78 1.97
S 1.56 0.22 3.22
O -0.33 -2.16 -0.75
Si -0.71 -0.52 -1.01
C -2.09 0.16 0.11
C -3.04 1.20 -0.60
C -3.25 2.45 0.33
C -4.13 3.52 -0.40
O -3.56 3.96 -1.65
C -2.41 4.68 -1.46
O -2.14 5.30 -0.46
C 0.84 0.64 -1.04
C 0.45 1.96 -0.28
C 1.54 3.06 -0.31
C 1.47 4.12 -1.28
C 2.48 5.14 -1.26
C 3.52 5.15 -0.29
C 3.60 4.08 0.66
C 2.60 3.05 0.65
C -1.23 -2.41 2.10
O -1.30 -1.55 3.01
O -2.17 -3.27 1.95
H 0.47 -6.66 0.44
H -1.25 -0.44 -2.39
H -2.72 -0.73 0.39
H -1.67 0.53 1.07
H -2.53 1.58 -1.52
H -4.00 0.71 -0.88
H -2.29 2.92 0.64
H -3.80 2.13 1.25
H -5.09 3.01 -0.66
H -4.33 4.35 0.31
H -1.71 4.70 -2.32
H 1.05 0.89 -2.11
H 1.75 0.14 -0.65
H -0.46 2.40 -0.76
H 0.27 1.70 0.79
H 0.68 4.16 -2.04
H 2.40 5.96 -1.99
H 4.26 5.95 -0.26
H 4.40 4.02 1.42
H 2.68 2.25 1.40
C 10.55 7.02 -2.54
C 9.48 6.30 -3.33
O 8.36 5.99 -2.49
C 7.47 6.97 -2.30
O 7.55 8.06 -2.77
C 6.31 6.47 -1.43
F 6.74 5.76 -0.38
F 5.48 5.68 -2.13
F 5.58 7.48 -0.94
H 10.84 6.43 -1.66
H 11.44 7.18 -3.16
H 10.20 7.98 -2.17
H 9.86 5.35 -3.70
H 9.16 6.88 -4.19
C -1.00 -4.06 -3.73
C 0.37 -4.37 -4.29
O 0.30 -4.61 -5.71
C 0.32 -3.53 -6.48
O 0.38 -2.40 -6.09
C 0.29 -3.94 -7.96
F -0.60 -4.91 -8.20
F 1.49 -4.39 -8.36
F -0.03 -2.91 -8.76
H -1.71 -4.84 -3.98
H -0.95 -3.96 -2.64
H -1.39 -3.13 -4.14
H 0.75 -5.29 -3.84
H 1.09 -3.59 -4.06
C -4.25 -5.44 2.08
C -3.85 -6.51 3.07
O -4.67 -7.69 2.92
C -4.31 -8.55 1.97
O -3.37 -8.41 1.24
C -5.24 -9.76 1.98
F -6.53 -9.41 2.10
F -4.96 -10.59 3.00
F -5.14 -10.48 0.86
H -5.32 -5.22 2.17
H -3.68 -4.52 2.24
H -4.08 -5.77 1.05
H -4.01 -6.14 4.08
H -2.79 -6.76 2.97
C -7.80 8.90 0.47
C -8.15 8.53 1.90
O -7.94 7.13 2.13
C -6.69 6.76 2.41
O -5.75 7.51 2.48
C -6.62 5.25 2.67
F -7.33 4.55 1.78
F -7.11 4.95 3.89
F -5.37 4.79 2.63
H -8.36 8.28 -0.23
H -8.04 9.95 0.28
H -6.74 8.74 0.27
H -9.21 8.72 2.09
H -7.58 9.13 2.62
C 3.49 -7.21 5.82
C 4.86 -7.51 5.25
O 4.79 -7.69 3.83
C 4.80 -6.57 3.10
O 4.87 -5.46 3.54
C 4.77 -6.91 1.60
F 3.88 -7.88 1.32
F 5.97 -7.35 1.17
F 4.45 -5.86 0.86
H 2.78 -7.99 5.54
H 3.53 -7.15 6.91
H 3.10 -6.26 5.44
H 5.24 -8.44 5.66
H 5.58 -6.73 5.51

**Spin multiplicity**: 1
**Net charge**: -1



no.,E_tot (eV),gap between HOMO and LUMO (eV)
1,-175309.1098,7.320
2,-138659.4467,7.260